<one>
Below is an isolated molecule of C19H22ClN3O2, with properties calculated with ωB97M-V/def2-TZVPD.

Its SMILES is O=C(CCc1nnc(C2(c3ccc(Cl)cc3)CCC2)o1)N1CCCC1. Its HOMO energy is -8.7209 eV.

Structure (XYZ):
```
47
C19H22ClN3O2 | the Open Molecules 2025 dataset | ωB97M-V/def2-TZVPD
O 1.1164 -1.7146 0.9782
C 2.2086 -1.3120 0.6164
N 2.6890 -1.6030 -0.6066
C 4.0006 -1.2968 -1.1451
C 3.9339 -1.7984 -2.5880
H 3.5142 -1.0258 -3.2334
C 2.9680 -2.9773 -2.4925
C 1.9306 -2.4668 -1.5004
H 1.1511 -1.8828 -2.0030
H 1.4435 -3.2547 -0.9229
H 3.4804 -3.8506 -2.0876
H 2.5284 -3.2421 -3.4511
H 4.9128 -2.0787 -2.9707
H 4.7770 -1.8359 -0.5870
H 4.2174 -0.2275 -1.0951
C 3.0747 -0.4286 1.5052
H 2.7789 -0.6242 2.5371
H 4.1327 -0.6601 1.3852
C 2.8267 1.0615 1.2020
C 1.3754 1.3424 1.3045
N 0.7253 1.8452 2.2989
N -0.5857 1.8011 1.9768
C -0.6687 1.2715 0.8015
O 0.5509 0.9743 0.3013
C -1.8911 0.9330 0.0361
C -3.0932 1.2320 0.8866
C -3.5492 0.2868 1.7966
C -4.6499 0.5444 2.5921
C -5.2980 1.7631 2.4777
C -4.8483 2.7249 1.5892
C -3.7453 2.4542 0.8000
H -3.3869 3.2092 0.1171
H -5.3539 3.6753 1.5194
Cl -6.6819 2.0906 3.4611
H -5.0018 -0.1912 3.2982
H -3.0328 -0.6559 1.8911
C -1.7674 -0.4927 -0.5654
H -1.0142 -1.1293 -0.1050
H -2.7257 -1.0067 -0.5785
C -1.4038 0.1264 -1.9215
H -1.9438 -0.2592 -2.7838
H -0.3352 0.0907 -2.1234
C -1.8555 1.4983 -1.4059
H -1.1744 2.3306 -1.5750
H -2.8503 1.7695 -1.7522
H 3.1666 1.3098 0.1945
H 3.3540 1.6802 1.9273
```

<two>
Below is an isolated molecule of C19H22ClN3O2, with properties calculated with ωB97M-V/def2-TZVPD.

Its SMILES is COc1cccc(/C=N/N2CCN(c3ccc(Cl)cc3)CC2)c1OC. Its HOMO energy is -7.4918 eV.

Structure (XYZ):
```
47
C19H22ClN3O2 | the Open Molecules 2025 dataset | ωB97M-V/def2-TZVPD
C 6.0757 -2.2826 1.1881
O 6.2168 -1.0390 0.5272
C 5.1570 -0.1653 0.6879
C 5.4146 1.0586 1.2922
C 4.3973 1.9803 1.4706
C 3.1151 1.6797 1.0655
C 2.8301 0.4659 0.4375
C 3.8685 -0.4562 0.2277
O 3.5787 -1.6512 -0.4117
C 4.2334 -1.8262 -1.6546
H 3.8858 -1.0830 -2.3813
H 5.3192 -1.7490 -1.5607
H 3.9651 -2.8244 -1.9980
C 1.4896 0.1425 -0.0031
N 0.5403 0.9777 0.1813
N -0.7042 0.8191 -0.2308
C -1.6669 1.7210 0.3581
H -1.1301 2.6123 0.6833
C -2.7486 2.0715 -0.6725
N -3.3797 0.8621 -1.1600
C -4.4782 0.3337 -0.4991
C -5.5099 1.1806 -0.0705
C -6.6442 0.6870 0.5377
C -6.7869 -0.6781 0.7270
C -5.7947 -1.5412 0.2988
C -4.6559 -1.0407 -0.3025
H -3.9007 -1.7460 -0.6095
H -5.9045 -2.6048 0.4429
Cl -8.2090 -1.3023 1.4934
H -7.4235 1.3608 0.8576
H -5.4395 2.2442 -0.2340
C -2.3875 0.0001 -1.7604
C -1.2827 -0.3956 -0.7702
H -1.6981 -1.0141 0.0393
H -0.5146 -0.9668 -1.2922
H -1.9287 0.5633 -2.5809
H -2.8644 -0.8827 -2.1850
H -3.4794 2.7352 -0.2167
H -2.2904 2.5849 -1.5236
H -2.1488 1.2551 1.2322
H 1.3694 -0.8327 -0.4751
H 2.3037 2.3744 1.2103
H 4.6107 2.9277 1.9424
H 6.4223 1.2639 1.6188
H 5.1683 -2.8103 0.8851
H 6.9511 -2.8686 0.9127
H 6.0584 -2.1409 2.2744
```

Which structure is most stable? <one>, by 184.6 kJ/mol over the runner-up.

<one>
Below is a cluster of 6 separate species, CH14O6 in total, with properties calculated with ωB97M-V/def2-TZVPD.

Its SMILES is CO.O.O.O.O.O. Its HOMO energy is -10.4634 eV.

Structure (XYZ):
```
21
CH14O6 | the Open Molecules 2025 dataset | ωB97M-V/def2-TZVPD
C -0.7352 1.7482 -0.0299
O -0.9709 0.4090 0.4460
H -1.3051 2.4286 0.5829
H -1.1172 1.7991 -1.0412
H 0.3415 1.8917 0.0100
H -0.8566 0.2983 1.3941
H 3.2466 1.1118 0.4615
H 2.0028 0.3765 -0.0649
O 2.3904 0.7718 0.7377
H 0.9121 -1.1713 -1.2699
H 2.1531 -0.7941 -2.0774
O 1.5136 -0.4296 -1.4511
H -1.0533 -1.9756 -1.0180
H -0.2719 -2.9084 -0.0642
O -0.2980 -2.5758 -0.9647
H 1.2347 0.5751 2.4303
H 0.6527 -0.4169 3.3880
O 0.6081 0.5187 3.1684
H -3.5772 -0.8094 -1.5361
H -2.2030 -0.1076 -1.2749
O -2.6675 -0.7403 -1.8265
```

<two>
Below is a cluster of 6 separate species, CH14O6 in total, with properties calculated with ωB97M-V/def2-TZVPD.

Its SMILES is CO.O.O.O.O.O. Its HOMO energy is -10.2930 eV.

Structure (XYZ):
```
21
CH14O6 | the Open Molecules 2025 dataset | ωB97M-V/def2-TZVPD
C 1.8283 -2.2607 0.3947
O 0.5479 -1.5301 0.2304
H 1.8820 -3.2605 0.6027
H 2.2614 -2.2942 -0.5558
H 2.4120 -1.6387 0.9668
H 0.2576 -1.5435 1.2686
H -1.6265 0.2897 -0.4726
H -1.5916 1.6809 -1.0647
O -1.7533 0.7971 -1.3333
H -0.2040 1.6062 1.1390
H -0.8250 3.0138 0.9395
O -1.0633 2.1438 0.7022
H 1.1899 1.2718 -0.7859
H 1.4596 0.1848 0.3012
O 1.5054 1.1219 0.2738
H -0.9112 0.2243 1.0615
H -1.8195 -0.0806 2.2040
O -0.9692 -0.0120 1.9725
H 0.0160 -1.5437 -2.2137
H -0.6562 -0.0695 -2.0568
O 0.1307 -0.5552 -2.3085
```

Which structure is most stable? <one>, by 291.0 kJ/mol over the runner-up.

<one>
Below is an isolated molecule of C6H13NO3S, with properties calculated with ωB97M-V/def2-TZVPD.

Its SMILES is CC/C=C(/[C@H](C)N)S(=O)(=O)O. Its HOMO energy is -9.6082 eV.

Structure (XYZ):
```
24
C6H13NO3S | the Open Molecules 2025 dataset | ωB97M-V/def2-TZVPD
C 0.2761 0.5134 -0.3710
C -0.7723 -0.0987 0.0681
C 1.0334 2.9346 0.0606
C 0.3611 -2.1881 1.0799
C 0.3842 1.8845 -0.8898
C -0.9544 -1.6224 0.6185
N -1.5455 -2.2753 -0.5190
O -2.7143 1.6450 -1.0714
O -2.2640 1.6005 1.2845
O -3.3255 -0.3516 0.1522
S -2.3617 0.6682 0.1740
H 1.2653 -0.0794 -0.3011
H 2.0243 2.6210 0.6663
H 1.3052 3.8229 -0.5978
H 0.3518 3.2211 0.7998
H 0.9472 -2.3543 0.1177
H 0.9934 -1.7125 1.9428
H 0.2879 -3.2343 1.4995
H -0.5278 2.2105 -1.1790
H 0.9759 1.9263 -1.8474
H -1.6517 -1.4544 1.4349
H -3.4210 1.2939 -1.5035
H -2.4544 -1.8528 -0.7676
H -1.7972 -3.2910 -0.2216
```

<two>
Below is an isolated molecule of C6H13NO3S, with properties calculated with ωB97M-V/def2-TZVPD.

Its SMILES is C/C=C/[C@@](N)(CC)S(=O)(=O)O. Its HOMO energy is -9.9816 eV.

Structure (XYZ):
```
24
C6H13NO3S | the Open Molecules 2025 dataset | ωB97M-V/def2-TZVPD
C -0.8713 0.1300 -1.5027
C -0.5680 -0.1044 -0.2292
C -2.1807 0.3958 -2.1420
C 0.5843 1.1606 2.2756
C 1.4623 0.5687 1.0748
C 0.8256 -0.4143 0.1735
N 1.8387 -0.8205 -0.9969
O -0.3299 -1.8517 2.2794
O 1.9221 -2.3254 1.7576
O 0.1002 -3.0319 0.1793
S 0.6538 -1.9175 1.2768
H -0.0811 0.1693 -2.3277
H -1.3744 -0.1486 0.4164
H -3.0412 -0.3363 -1.9565
H -2.0308 0.4316 -3.1621
H -2.5839 1.4161 -1.8541
H -0.3646 1.5195 1.8550
H 0.4216 0.3971 2.8944
H 1.0922 1.8295 2.8724
H 2.3054 0.0091 1.3657
H 1.7876 1.5421 0.6367
H 2.4621 -1.3619 -0.4618
H -0.8262 -2.8812 -0.0770
H 1.3253 -1.4164 -1.6721
```

Which structure is most stable? <two>, by 9.8 kJ/mol over the runner-up.